# 1
A molecular structure, C21H25N5O3OsS2, computed with ωB97M-V with the def2-TZVPD basis set.

Results
- ΔE to the lowest compared entry with this formula, charge and spin: 18.2 kcal per mole
- Largest force on an atom: 0.03244 hartree/bohr
- <S²>: 6.032
- Highest occupied orbital energy (alpha / beta): -14.6 / -14.5 eV
- Total charge: +2
- Spin multiplicity: 5

Atoms and positions in Å:
Os1 -1.055 -0.729 0.612
C1 -1.660 0.590 3.836
C2 -0.760 -0.585 3.721
N1 -0.380 -1.165 2.583
C3 0.483 -2.204 2.898
C4 0.615 -2.247 4.244
N2 -0.170 -1.229 4.735
H1 -2.191 0.747 2.897
H2 -1.088 1.494 4.056
H3 -2.388 0.455 4.635
H4 0.958 -2.816 2.151
H5 1.188 -2.902 4.876
H6 -0.290 -1.008 5.713
C5 0.999 1.085 -3.473
N3 0.027 0.829 -2.404
C6 -1.201 1.275 -2.248
S1 -2.028 1.062 -0.700
N4 -1.920 1.931 -3.139
C7 -1.705 2.121 -4.575
H7 1.988 1.164 -3.022
H8 0.786 2.015 -3.987
H9 1.012 0.260 -4.186
H10 0.389 0.270 -1.644
H11 -2.797 2.293 -2.794
H12 -1.345 3.126 -4.792
H13 -2.661 1.988 -5.077
H14 -1.011 1.390 -4.971
O1 4.349 1.264 -1.965
S2 4.313 0.704 -0.650
O2 5.453 0.088 -0.074
N5 3.004 -0.339 -0.637
C8 2.019 0.168 -0.001
O3 0.831 -0.382 -0.028
C9 2.259 1.471 0.682
C10 1.382 2.249 1.420
C11 1.838 3.468 1.911
C12 3.142 3.887 1.675
C13 4.024 3.101 0.936
C14 3.551 1.905 0.451
H15 0.366 1.916 1.598
H16 1.166 4.101 2.475
H17 3.474 4.845 2.051
H18 5.043 3.412 0.745
C15 -2.897 -1.621 1.076
C16 -2.462 -2.438 -0.058
C17 -2.897 -2.190 -1.388
C18 -2.361 -2.893 -2.445
C19 -1.376 -3.857 -2.223
C20 -0.964 -4.157 -0.928
C21 -1.505 -3.479 0.147
H19 -2.927 -2.140 2.031
H20 -3.788 -1.019 0.914
H21 -3.684 -1.464 -1.551
H22 -2.715 -2.704 -3.449
H23 -0.946 -4.395 -3.058
H24 -0.235 -4.939 -0.762
H25 -1.253 -3.770 1.160

Need the natural (NBO) charges? In units of e they are: atom 1 (Os): 1.48, atom 2 (C): -0.67, atom 3 (C): 0.43, atom 4 (N): -0.59, atom 5 (C): -0.09, atom 6 (C): -0.03, atom 7 (N): -0.47, atom 8 (H): 0.23, atom 9 (H): 0.27, atom 10 (H): 0.27, atom 11 (H): 0.25, atom 12 (H): 0.27, atom 13 (H): 0.45, atom 14 (C): -0.43, atom 15 (N): -0.55, atom 16 (C): 0.41, atom 17 (S): -0.10, atom 18 (N): -0.54, atom 19 (C): -0.43, atom 20 (H): 0.26, atom 21 (H): 0.22, atom 22 (H): 0.23, atom 23 (H): 0.43, atom 24 (H): 0.43, atom 25 (H): 0.23, atom 26 (H): 0.24, atom 27 (H): 0.23, atom 28 (O): -0.91, atom 29 (S): 2.28, atom 30 (O): -0.87, atom 31 (N): -0.68, atom 32 (C): 0.57, atom 33 (O): -0.77, atom 34 (C): -0.19, atom 35 (C): -0.18, atom 36 (C): -0.19, atom 37 (C): -0.16, atom 38 (C): -0.19, atom 39 (C): -0.21, atom 40 (H): 0.20, atom 41 (H): 0.23, atom 42 (H): 0.24, atom 43 (H): 0.26, atom 44 (C): -0.61, atom 45 (C): -0.15, atom 46 (C): -0.16, atom 47 (C): -0.15, atom 48 (C): -0.13, atom 49 (C): -0.19, atom 50 (C): -0.19, atom 51 (H): 0.25, atom 52 (H): 0.26, atom 53 (H): 0.24, atom 54 (H): 0.24, atom 55 (H): 0.25, atom 56 (H): 0.25, atom 57 (H): 0.24

# 2
A gas-phase ion, C2H4NOS2 (charge -1), computed with ωB97M-V with the def2-TZVPD basis set.

Results
- ΔE to the lowest compared entry with this formula, charge and spin: 38.8 kcal per mole
- Largest force on an atom: 0.12208 hartree/bohr
- Highest occupied orbital energy: -4.1 eV
- Total charge: -1

Atoms and positions in Å:
C1 2.565 0.255 -0.237
C2 -0.049 -0.347 1.308
N1 0.298 -1.114 -1.432
O1 2.754 0.742 -1.475
S1 3.442 0.509 1.152
S2 1.166 -0.995 -0.120
H1 0.511 0.451 1.968
H2 -0.273 -1.216 1.856
H3 -0.949 0.011 0.821
H4 0.288 -0.082 -1.889

Need the natural (NBO) charges? In units of e they are: atom 1 (C): 0.07, atom 2 (C): -0.77, atom 3 (N): -1.16, atom 4 (O): -0.68, atom 5 (S): -0.34, atom 6 (S): 0.91, atom 7 (H): 0.23, atom 8 (H): 0.20, atom 9 (H): 0.21, atom 10 (H): 0.33

# 3
A molecular structure, C24H39Br2F3GaNO10P, computed with ωB97M-V with the def2-TZVPD basis set.

Results
- Largest force on an atom: 0.09139 hartree/bohr
- Highest occupied orbital energy: -3.6 eV
- Total charge: -1

Atoms and positions in Å:
N1 5.087 1.566 9.170
P1 4.309 2.417 8.029
Ga1 3.361 0.962 6.408
C1 2.242 -0.414 7.515
C2 1.207 0.247 8.538
C3 -0.145 0.794 7.911
F1 -1.194 0.489 8.878
Br1 -0.698 -0.051 6.216
C4 -0.219 2.400 7.702
F2 1.015 3.023 7.510
F3 -0.902 2.954 8.830
Br2 -1.417 2.736 6.130
H1 4.624 1.795 10.063
H2 5.275 3.269 7.351
H3 3.306 3.201 8.723
H4 2.509 1.719 5.287
H5 4.609 0.115 5.801
H6 1.810 -1.218 6.840
H7 3.031 -0.947 8.165
H8 0.943 -0.564 9.309
H9 1.738 1.079 9.110
O1 -0.252 0.625 4.097
C5 0.119 0.441 2.965
O2 -0.433 1.041 1.874
C6 0.175 0.516 0.687
C7 1.508 -0.038 1.134
C8 1.212 -0.502 2.545
H10 -0.480 -0.258 0.273
H11 0.289 1.313 -0.050
H12 1.886 -0.828 0.482
H13 2.253 0.763 1.160
H14 0.827 -1.524 2.567
H15 2.084 -0.405 3.193
O3 -0.825 7.477 0.704
C9 -0.832 6.278 0.599
O4 -0.031 5.448 1.318
C10 -0.218 4.099 0.868
C11 -1.576 4.084 0.208
C12 -1.678 5.483 -0.361
H16 0.587 3.851 0.168
H17 -0.170 3.418 1.718
H18 -1.683 3.298 -0.540
H19 -2.354 3.938 0.964
H20 -1.240 5.548 -1.360
H21 -2.706 5.841 -0.368
O5 -3.001 3.809 -3.050
C13 -3.001 2.609 -3.145
O6 -2.194 1.791 -2.415
C14 -2.370 0.437 -2.853
C15 -3.727 0.407 -3.515
C16 -3.838 1.799 -4.097
H22 -1.563 0.187 -3.547
H23 -2.318 -0.236 -1.995
H24 -3.826 -0.386 -4.255
H25 -4.505 0.263 -2.758
H26 -3.399 1.857 -5.095
H27 -4.869 2.149 -4.109
O7 -2.503 0.110 -6.309
C17 -2.132 -1.027 -6.450
O8 -1.856 -1.865 -5.418
C18 -1.337 -3.101 -5.930
C19 -1.824 -3.172 -7.360
C20 -1.863 -1.712 -7.763
H28 -0.250 -3.075 -5.864
H29 -1.706 -3.931 -5.331
H30 -1.191 -3.788 -8.000
H31 -2.836 -3.587 -7.387
H32 -0.901 -1.370 -8.152
H33 -2.660 -1.513 -8.479
O9 0.200 -4.506 -4.109
C21 0.926 -5.156 -4.815
O10 1.003 -5.012 -6.167
C22 1.879 -6.013 -6.703
C23 2.759 -6.432 -5.548
C24 1.836 -6.265 -4.357
H34 1.272 -6.839 -7.085
H35 2.457 -5.590 -7.526
H36 3.158 -7.441 -5.655
H37 3.604 -5.743 -5.456
H38 1.240 -7.162 -4.174
H39 2.383 -5.977 -3.461

Need the Mulliken charges? In units of e they are: atom 1 (N): -0.73, atom 2 (P): 0.18, atom 3 (Ga): 0.32, atom 4 (C): -0.86, atom 5 (C): -0.70, atom 6 (C): 0.51, atom 7 (F): -0.33, atom 8 (Br): -0.09, atom 9 (C): 0.50, atom 10 (F): -0.17, atom 11 (F): -0.25, atom 12 (Br): -0.19, atom 13 (H): 0.18, atom 14 (H): 0.01, atom 15 (H): 0.02, atom 16 (H): -0.26, atom 17 (H): -0.40, atom 18 (H): 0.41, atom 19 (H): 0.34, atom 20 (H): 0.27, atom 21 (H): 0.18, atom 22 (O): -0.53, atom 23 (C): 0.31, atom 24 (O): -0.30, atom 25 (C): -0.04, atom 26 (C): -0.74, atom 27 (C): -0.07, atom 28 (H): 0.09, atom 29 (H): 0.24, atom 30 (H): 0.34, atom 31 (H): 0.30, atom 32 (H): 0.28, atom 33 (H): 0.16, atom 34 (O): -0.60, atom 35 (C): 0.35, atom 36 (O): -0.36, atom 37 (C): -0.08, atom 38 (C): 0.39, atom 39 (C): -0.32, atom 40 (H): 0.18, atom 41 (H): 0.03, atom 42 (H): -0.39, atom 43 (H): 0.27, atom 44 (H): 0.23, atom 45 (H): 0.36, atom 46 (O): -0.59, atom 47 (C): 0.41, atom 48 (O): -0.35, atom 49 (C): -0.13, atom 50 (C): -0.54, atom 51 (C): -0.35, atom 52 (H): 0.16, atom 53 (H): 0.29, atom 54 (H): 0.16, atom 55 (H): 0.41, atom 56 (H): 0.18, atom 57 (H): 0.34, atom 58 (O): -0.54, atom 59 (C): 0.34, atom 60 (O): -0.41, atom 61 (C): -0.04, atom 62 (C): -0.53, atom 63 (C): -0.42, atom 64 (H): 0.08, atom 65 (H): 0.34, atom 66 (H): 0.28, atom 67 (H): 0.29, atom 68 (H): 0.27, atom 69 (H): 0.32, atom 70 (O): -0.57, atom 71 (C): 0.54, atom 72 (O): -0.32, atom 73 (C): -0.49, atom 74 (C): -0.50, atom 75 (C): -0.45, atom 76 (H): 0.28, atom 77 (H): 0.31, atom 78 (H): 0.33, atom 79 (H): 0.27, atom 80 (H): 0.26, atom 81 (H): 0.31

# 4
12 unconnected molecules or ions with the total composition C42H117N9O15, computed with ωB97M-V with the def2-TZVPD basis set.

Results
- ΔE to the lowest compared entry with this formula, charge and spin: 6.8 kcal per mole
- Largest force on an atom: 0.07560 hartree/bohr
- Highest occupied orbital energy: -9.0 eV
- Total charge: 0
- Structure (SMILES): COC[C@H](C)N.COC[C@H](C)N.COC[C@H](C)N.COC[C@H](C)N.COC[C@H](C)N.COC[C@H](C)N.COC[C@H](C)N.COC[C@H](C)N.COC[C@H](C)N.OCCO.OCCO.OCCO

Atoms and positions in Å:
C1 12.431 13.976 10.980
C2 11.204 13.354 10.417
O1 11.080 13.640 9.046
O2 13.565 13.378 10.468
H1 12.465 13.804 12.060
H2 12.388 15.053 10.795
H3 10.295 13.567 10.981
H4 11.330 12.261 10.518
H5 11.531 12.902 8.567
H6 13.667 13.670 9.531
C3 13.702 11.813 0.302
C4 13.913 10.593 -0.529
O3 14.677 10.876 -1.714
O4 12.926 12.695 -0.441
H7 14.669 12.273 0.568
H8 13.241 11.539 1.267
H9 12.931 10.199 -0.838
H10 14.465 9.845 0.027
H11 14.204 11.595 -2.166
H12 12.682 13.509 0.044
C5 17.117 17.045 7.789
C6 18.427 16.334 7.954
O5 19.174 16.841 9.054
O6 16.246 16.722 8.883
H13 16.638 16.630 6.899
H14 17.186 18.131 7.718
H15 19.049 16.411 7.061
H16 18.225 15.274 8.146
H17 18.876 16.390 9.849
H18 16.612 17.095 9.694
C7 15.472 17.863 -1.634
C8 15.783 17.231 -0.268
C9 16.527 15.888 -0.438
O7 16.823 15.260 0.778
C10 15.734 14.872 1.569
N1 16.640 18.188 0.538
H19 14.772 17.246 -2.215
H20 16.343 18.020 -2.268
H21 14.941 18.798 -1.441
H22 14.861 16.967 0.256
H23 17.471 15.997 -0.972
H24 15.877 15.216 -1.040
H25 15.390 15.754 2.135
H26 16.095 14.163 2.320
H27 14.911 14.367 1.045
H28 16.986 17.614 1.336
H29 17.522 18.377 0.053
C11 15.907 11.094 7.641
C12 16.850 9.989 7.985
C13 16.506 9.327 9.286
O8 17.623 8.587 9.705
C14 17.336 7.793 10.831
N2 16.860 8.997 6.874
H30 16.014 11.437 6.614
H31 16.016 11.882 8.380
H32 14.890 10.678 7.663
H33 17.868 10.364 8.115
H34 15.588 8.713 9.209
H35 16.288 10.081 10.075
H36 16.450 7.166 10.657
H37 17.193 8.419 11.720
H38 18.181 7.125 10.980
H39 16.017 8.399 6.956
H40 17.541 8.271 7.173
C15 20.117 20.267 3.809
C16 19.191 19.319 4.485
C17 19.158 17.997 3.777
O9 18.259 17.246 4.372
C18 18.350 15.891 4.066
N3 19.440 19.254 5.946
H41 21.053 19.703 3.612
H42 20.402 21.165 4.336
H43 19.760 20.494 2.799
H44 18.167 19.729 4.408
H45 20.168 17.548 3.802
H46 18.918 18.147 2.714
H47 19.378 15.507 4.040
H48 17.968 15.721 3.043
H49 17.722 15.339 4.757
H50 19.128 18.322 6.265
H51 20.458 19.196 6.108
C19 17.222 9.117 1.298
C20 16.874 9.440 2.771
C21 15.595 8.842 3.220
O10 14.530 9.380 2.447
C22 13.292 8.906 2.870
N4 17.941 9.037 3.742
H52 16.740 9.838 0.639
H53 16.890 8.105 1.045
H54 18.294 9.184 1.109
H55 16.757 10.546 2.771
H56 15.430 9.148 4.269
H57 15.565 7.748 3.130
H58 13.204 7.813 2.701
H59 12.546 9.340 2.200
H60 13.066 9.096 3.928
H61 17.553 9.283 4.662
H62 18.728 9.672 3.603
C23 14.620 19.246 3.986
C24 14.338 20.294 2.919
C25 15.382 21.389 2.953
O11 14.935 22.437 2.190
C26 15.908 23.425 2.018
N5 14.186 19.679 1.619
H63 15.541 18.700 3.737
H64 13.812 18.511 3.978
H65 14.708 19.708 4.968
H66 13.398 20.795 3.202
H67 16.322 20.960 2.545
H68 15.613 21.697 3.985
H69 16.662 23.425 2.814
H70 15.474 24.427 1.955
H71 16.443 23.290 1.057
H72 14.061 20.434 0.931
H73 15.111 19.285 1.316
C27 11.993 8.627 7.519
C28 11.277 9.924 7.984
C29 10.525 9.645 9.250
O12 9.479 8.728 8.986
C30 8.726 8.456 10.098
N6 12.219 11.084 8.127
H74 12.665 8.806 6.674
H75 11.262 7.887 7.164
H76 12.509 8.129 8.349
H77 10.530 10.110 7.203
H78 10.095 10.599 9.633
H79 11.263 9.355 10.034
H80 8.191 7.523 9.910
H81 8.018 9.255 10.349
H82 9.306 8.245 11.014
H83 12.837 10.905 8.939
H84 12.885 10.958 7.361
C31 13.120 15.827 6.628
C32 13.862 14.540 6.546
C33 14.685 14.527 5.294
O13 15.275 13.357 4.950
C34 14.409 12.410 4.357
N7 14.738 14.358 7.771
H85 12.802 15.956 7.668
H86 12.251 15.864 5.986
H87 13.834 16.648 6.460
H88 13.112 13.730 6.576
H89 15.461 15.278 5.495
H90 14.125 14.966 4.450
H91 13.677 12.083 5.112
H92 14.988 11.520 4.081
H93 13.953 12.721 3.407
H94 15.490 13.738 7.498
H95 15.042 15.278 8.099
C35 11.124 16.067 3.290
C36 11.867 14.917 2.583
C37 11.116 13.643 2.814
O14 11.355 13.314 4.155
C38 10.523 12.286 4.717
N8 11.992 15.189 1.112
H96 11.796 16.916 3.471
H97 10.746 15.793 4.286
H98 10.237 16.407 2.742
H99 12.860 14.869 3.023
H100 11.511 12.856 2.144
H101 10.043 13.742 2.582
H102 9.457 12.501 4.583
H103 10.793 12.256 5.781
H104 10.774 11.264 4.365
H105 12.380 16.138 0.988
H106 11.025 15.378 0.795
C39 11.225 20.217 5.191
C40 9.828 20.688 5.585
C41 9.778 21.230 6.961
O15 10.213 20.349 7.928
C42 9.314 19.320 8.154
N9 9.272 21.710 4.640
H107 11.968 20.980 5.468
H108 11.334 19.961 4.140
H109 11.502 19.343 5.791
H110 9.148 19.826 5.507
H111 8.784 21.653 7.164
H112 10.466 22.086 7.023
H113 9.092 18.737 7.248
H114 8.325 19.686 8.500
H115 9.702 18.670 8.927
H116 9.310 21.306 3.702
H117 10.012 22.432 4.560

Atomic partial charges in e from the Mulliken method, atoms 1 to 99: atom 1 (C): -0.41, atom 2 (C): -0.04, atom 3 (O): -0.45, atom 4 (O): -0.53, atom 5 (H): 0.40, atom 6 (H): 0.24, atom 7 (H): 0.40, atom 8 (H): -0.13, atom 9 (H): 0.14, atom 10 (H): 0.23, atom 11 (C): 1.39, atom 12 (C): -0.74, atom 13 (O): -0.60, atom 14 (O): -0.69, atom 15 (H): -0.11, atom 16 (H): -0.41, atom 17 (H): 0.42, atom 18 (H): 0.06, atom 19 (H): 0.35, atom 20 (H): 0.27, atom 21 (C): 0.39, atom 22 (C): -0.54, atom 23 (O): -0.59, atom 24 (O): -0.62, atom 25 (H): -0.13, atom 26 (H): 0.38, atom 27 (H): 0.13, atom 28 (H): 0.35, atom 29 (H): 0.37, atom 30 (H): 0.32, atom 31 (C): -1.61, atom 32 (C): 1.25, atom 33 (C): -0.95, atom 34 (O): -0.44, atom 35 (C): -0.55, atom 36 (N): -0.59, atom 37 (H): 0.40, atom 38 (H): 0.36, atom 39 (H): 0.36, atom 40 (H): -0.27, atom 41 (H): 0.33, atom 42 (H): 0.38, atom 43 (H): 0.38, atom 44 (H): 0.32, atom 45 (H): 0.15, atom 46 (H): 0.03, atom 47 (H): 0.37, atom 48 (C): -0.25, atom 49 (C): -0.10, atom 50 (C): -0.55, atom 51 (O): -0.33, atom 52 (C): -0.75, atom 53 (N): -0.50, atom 54 (H): 0.20, atom 55 (H): 0.51, atom 56 (H): -0.60, atom 57 (H): 0.39, atom 58 (H): 0.21, atom 59 (H): 0.42, atom 60 (H): 0.31, atom 61 (H): 0.29, atom 62 (H): 0.26, atom 63 (H): 0.20, atom 64 (H): 0.29, atom 65 (C): -1.64, atom 66 (C): 1.25, atom 67 (C): -0.93, atom 68 (O): 0.19, atom 69 (C): -0.58, atom 70 (N): -0.70, atom 71 (H): 0.38, atom 72 (H): 0.44, atom 73 (H): 0.36, atom 74 (H): -0.24, atom 75 (H): 0.43, atom 76 (H): 0.20, atom 77 (H): 0.47, atom 78 (H): 0.09, atom 79 (H): -0.07, atom 80 (H): 0.00, atom 81 (H): 0.30, atom 82 (C): -1.45, atom 83 (C): 1.44, atom 84 (C): -0.75, atom 85 (O): -0.02, atom 86 (C): -0.73, atom 87 (N): -0.83, atom 88 (H): 0.29, atom 89 (H): 0.26, atom 90 (H): 0.43, atom 91 (H): -0.30, atom 92 (H): -0.16, atom 93 (H): 0.58, atom 94 (H): 0.35, atom 95 (H): 0.25, atom 96 (H): 0.08, atom 97 (H): 0.25, atom 98 (H): 0.33, atom 99 (C): -0.70

Computed E_tot, in the same sequence as the records: -59896.9676; -27346.2306; -257385.9096; -89569.0115 eV.